(1)
Formula: C5H5FN2
Source: the OMol25 dataset
Level of theory: wB97M-V/def2-TZVPD

Each line ends with the Löwdin charge.
Positions of all 13 atoms, in Å:
C -1.0969 -1.1365 1.2102  -0.128
C -2.1533 0.1358 -0.2458  -0.226
C -0.2570 -0.4783 0.4045  -0.073
C 3.4226 -0.2695 1.5112  -0.041
C 2.5530 -0.3535 0.5323  -0.191
N -0.8859 0.2806 -0.5415  0.050
N -2.3807 -0.7181 0.7885  0.054
F 2.9213 -0.3125 -0.7036  0.054
H -1.0360 -1.6946 2.1890  0.121
H -2.8036 0.6528 -0.9209  0.113
H 4.5656 -0.1411 1.2778  0.098
H 3.2222 -0.0549 2.5879  0.054
H -3.2373 -1.0455 1.0992  0.113

Cartesian forces (eV/Å) of the 2 atoms listed first:
C -1.4 -0.8 2.3
C 0.3 0.0 -0.9

Properties
**Spin multiplicity**: 1
**HOMO energy (alpha / beta)**: -9.210 / -9.404 eV


(2)
Formula: C5H5FO
Source: the OMol25 dataset
Level of theory: wB97M-V/def2-TZVPD

Each line ends with the Löwdin charge.
Positions of all 12 atoms, in Å:
C 1.5502 -0.2901 0.0210  -0.023
C 0.9900 1.1179 0.0461  -0.457
O 1.6652 2.0914 0.1859  0.097
C -0.5519 1.1065 0.0369  -0.006
C -1.4023 0.1209 -0.1786  0.001
C -1.9042 -1.0632 -0.1811  -0.140
F -2.5448 -1.6867 -1.2071  0.013
H 2.1952 -0.3337 -0.8645  0.086
H 2.2372 -0.4323 0.9870  0.139
H 0.7680 -1.0548 -0.0116  0.053
H -1.0234 2.0423 0.4767  0.132
H -1.9794 -1.6182 0.6893  0.104

Cartesian forces (eV/Å) of the 2 atoms listed first:
C 1.7 0.0 1.5
C -1.2 -2.1 0.3

Properties
**Structure (SMILES)**: CC(=O)C=C=CF
**Spin multiplicity**: 1
**HOMO energy**: -9.786 eV


(3)
Formula: C5H5FOS
Source: the OMol25 dataset
Level of theory: wB97M-V/def2-TZVPD

Each line ends with the Löwdin charge.
Positions of all 13 atoms, in Å:
O 2.8549 1.5487 0.3136  0.038
C 1.7537 1.0940 0.2545  -0.683
C 1.0078 0.4022 1.3522  -0.046
C -0.2172 0.0028 1.0093  -0.082
C -0.6562 0.2784 -0.4074  -0.565
C -1.0106 -1.0126 -1.1455  -0.220
F -2.0524 -1.6212 -0.4595  -0.041
S 0.7054 1.1506 -1.2139  1.018
H 1.4853 0.2631 2.3158  0.119
H -0.8904 -0.5412 1.6629  0.123
H -1.5368 0.9038 -0.3630  0.115
H -0.1559 -1.6691 -1.1682  0.120
H -1.2875 -0.7995 -2.1507  0.106

Cartesian forces (eV/Å) of the 2 atoms listed first:
O 0.2 0.1 -0.1
C -0.4 -0.3 0.4

Properties
**Structure (SMILES)**: O=C1C=C[C@H](CF)S1
**Spin multiplicity**: 1
**HOMO energy**: -9.890 eV


Values for energy relative to the best compared isomer or geometry (same formula, charge and spin), kcal per mole, ordered as above
131.3 42.7 0.0
Values for calculated total energy, Ha, ordered as above
-402.678255 -368.530479 -766.809421